No. 1
78
Properties=species:S:1:pos:R:3:mulliken_charge:R:1 method="wB97M-V/def2-TZVPD" charge=-1 orbital_gap_ev=9.45 relative_energy_kcal_mol=0.0 e_homo_ev=-8.183
C 11.811 -24.055 -3.700 0.1631
F 12.098 -23.994 -5.024 -0.2663
F 10.529 -24.163 -3.558 -0.1602
F 12.366 -25.137 -3.108 -0.1268
S 12.359 -22.383 -2.904 0.7828
O 11.727 -21.322 -3.635 -0.3249
O 11.880 -22.497 -1.509 -0.4525
N 14.104 -22.488 -3.031 -0.0864
S 14.581 -21.054 -3.018 0.4550
O 14.744 -20.452 -4.303 -0.5658
O 14.047 -20.180 -1.965 -0.7647
C 16.460 -21.329 -2.500 0.3093
F 16.571 -21.573 -1.165 -0.0840
F 16.919 -22.286 -3.161 -0.0231
F 17.236 -20.283 -2.790 -0.2643
O 18.575 -24.597 -5.340 -0.6544
H 18.429 -24.903 -4.444 0.3384
H 18.431 -23.652 -5.297 0.3470
O 19.200 -22.241 0.815 -0.5977
H 19.467 -22.761 1.572 0.3113
H 18.843 -22.880 0.198 0.2601
O 10.970 -22.506 1.198 -0.7311
H 11.551 -23.000 1.776 0.2996
H 11.489 -22.354 0.408 0.5299
O 13.941 -25.878 -7.174 -0.6640
H 13.915 -26.518 -6.464 0.2821
H 13.970 -25.029 -6.732 0.3582
O 14.032 -21.914 0.884 -0.5437
H 14.160 -21.215 0.243 0.2422
H 14.870 -22.376 0.905 0.2283
O 20.337 -23.658 -2.915 -0.6211
H 19.665 -23.397 -3.544 0.2622
H 21.121 -23.799 -3.446 0.2772
O 8.982 -20.840 -4.795 -0.6038
H 9.513 -21.349 -4.181 0.2990
H 8.235 -20.543 -4.276 0.2892
O 16.449 -23.971 0.510 -0.6201
H 16.645 -24.238 1.408 0.2515
H 17.157 -24.349 -0.013 0.2439
O 15.591 -18.268 0.731 -0.6685
H 15.024 -18.672 0.074 0.3371
H 15.943 -19.006 1.230 0.4046
O 14.505 -23.505 -5.641 -0.1977
H 15.380 -23.133 -5.758 0.1510
H 14.278 -23.301 -4.734 0.3605
O 14.606 -19.777 -7.209 -0.6356
H 13.851 -19.365 -7.631 0.2667
H 14.824 -19.191 -6.484 0.2803
O 10.394 -18.136 -4.627 -0.6406
H 10.600 -17.883 -5.527 0.2744
H 10.613 -19.067 -4.584 0.3523
O 8.441 -24.403 -6.705 -0.6232
H 8.884 -24.668 -5.898 0.3111
H 7.816 -23.734 -6.427 0.3124
O 13.397 -26.981 -1.310 -0.6353
H 13.089 -27.053 -2.214 0.2957
H 14.159 -26.404 -1.362 0.3041
O 14.887 -24.536 -1.625 -0.5551
H 15.424 -24.138 -0.940 0.3026
H 14.567 -23.796 -2.141 0.4389
O 12.199 -22.508 -7.147 -0.6857
H 13.079 -22.859 -7.010 0.3467
H 11.663 -22.937 -6.480 0.3931
O 8.886 -23.029 -0.496 -0.6894
H 9.160 -22.586 -1.300 0.2725
H 9.617 -22.901 0.109 0.4065
O 12.237 -18.407 -1.285 -0.6641
H 12.826 -19.112 -1.553 0.5421
H 12.020 -18.609 -0.374 0.2966
O 19.059 -21.791 -4.788 -0.5353
H 19.770 -21.190 -5.012 0.2169
H 18.276 -21.385 -5.159 0.3010
O 16.760 -21.622 -6.575 -0.5222
H 16.352 -20.757 -6.600 0.3000
H 17.278 -21.667 -7.379 0.2363
O 16.893 -20.428 1.848 -0.6273
H 17.163 -21.218 1.378 0.3663
H 17.398 -20.448 2.660 0.2346

No. 2
18
Properties=species:S:1:pos:R:3:lowdin_spin:R:1 method="wB97M-V/def2-TZVPD" multiplicity=2 s2=0.76 charge=0 orbital_gap_ev="6.79 / 6.51" e_homo_ev="-9.471 / -9.322"
N -0.547 0.583 -0.328 -0.0054
S 0.763 1.039 -1.323 0.0016
O 1.753 0.968 -0.040 0.0115
O 1.239 -0.176 -2.103 0.0566
S -1.023 -0.957 -0.072 -0.0002
O 0.379 -1.474 0.184 0.0808
O -1.561 -2.305 0.226 0.0207
C -2.829 -0.360 -0.254 0.0017
F -3.133 0.384 0.793 -0.0002
F -2.979 0.336 -1.366 0.0008
F -3.785 -1.267 -0.327 0.0000
Ag 2.290 -1.087 -0.522 0.4347
O 3.851 -2.117 -0.389 0.4018
H 4.727 -1.802 -0.171 0.0048
C 0.250 1.805 1.122 -0.0081
H -0.741 2.268 0.997 0.0000
H 0.911 1.414 1.912 -0.0005
H 0.435 2.748 1.662 -0.0008

No. 3
10
Properties=species:S:1:pos:R:3:lowdin_spin:R:1 method="wB97M-V/def2-TZVPD" multiplicity=3 s2=2.01 charge=0 orbital_gap_ev="7.66 / 8.61" relative_energy_kcal_mol=62.3 e_homo_ev="-7.669 / -9.756"
B 0.568 0.361 0.716 0.1667
C -0.704 0.781 -0.038 0.7596
C -1.419 -0.874 -1.389 0.7671
O 0.991 1.054 1.802 0.0331
O 1.373 -0.634 0.239 0.0383
F -2.491 -0.444 -2.117 0.1611
H -1.581 1.386 -0.212 0.0415
H -1.019 -1.935 -1.722 0.0331
H 1.993 0.956 2.047 0.0001
H 2.288 -0.650 0.674 -0.0006

No. 4
8
Properties=species:S:1:pos:R:3:nbo_charge:R:1 method="wB97M-V/def2-TZVPD" smiles=BrCCBr charge=0 orbital_gap_ev=11.14 relative_energy_kcal_mol=1.5 e_homo_ev=-10.413
Br -0.748 -1.148 1.852 0.0116
C -0.079 0.240 0.711 -0.4666
C 0.023 -0.247 -0.719 -0.4482
Br 1.146 0.951 -1.738 -0.0038
H 0.882 0.610 1.057 0.2291
H -0.752 1.091 0.782 0.2244
H -0.952 -0.266 -1.194 0.2259
H 0.480 -1.231 -0.750 0.2275

No. 5
8
Properties=species:S:1:pos:R:3:nbo_charge:R:1 method="wB97M-V/def2-TZVPD" smiles="C=CBr.Br" charge=0 orbital_gap_ev=10.39 relative_energy_kcal_mol=31.9 e_homo_ev=-9.650
C 1.518 -0.595 -0.771 -0.4087
C 0.292 -0.526 -0.365 -0.2676
Br -0.598 -2.064 0.261 0.0356
H 2.138 -1.495 -0.481 0.2013
H 2.197 0.097 -1.122 0.2145
H -0.439 0.285 -0.549 0.2252
Br -4.296 0.296 -0.161 -0.1899
H -4.904 1.047 -1.138 0.1897

No. 6
9
Properties=species:S:1:pos:R:3:nbo_charge:R:1 method="wB97M-V/def2-TZVPD" charge=0 orbital_gap_ev="7.23 / 7.23" relative_energy_kcal_mol=31.3 e_homo_ev="-8.734 / -8.735"
C 0.593 -0.343 0.066 -0.7364
C -1.514 0.968 1.300 -0.4427
S 0.140 0.592 1.642 0.4173
Br -1.237 2.956 -0.528 -0.5387
Br -2.614 1.775 2.532 0.2579
H 1.743 -0.563 0.005 0.2545
H 0.342 0.407 -0.825 0.2846
H 0.152 -1.258 0.171 0.2176
H -1.913 0.510 0.314 0.2861

Number 1: largest force on an atom 6.46 eV/A. Number 2: largest force on an atom 4.27 eV/A. Number 3: largest force on an atom 4.75 eV/A. Number 4: largest force on an atom 1.02 eV/A. Number 5: largest force on an atom 4.06 eV/A. Number 6: largest force on an atom 4.96 eV/A.